A molecular structure, C15H15AsF10N2S5Zr in a non-equilibrium geometry. Source: OMol25; level of theory: ωB97M-V/def2-TZVPD.

Calculated values
HOMO energy (alpha / beta)	-11.1 / -11.9	eV
total charge	+1
frontier orbital gap (alpha / beta)	7.0315 / 6.0783	eV
multiplicity	2

Last column: Mulliken charge in e.
Element x y z (Å)
Zr -0.05438 0.68928 0.19107  0.541
C -0.65734 -0.30366 -3.64263  -1.295
C -1.64365 -0.61684 -2.53692  -1.136
N -1.01855 -0.94848 -1.21026  0.515
C -0.16004 -2.18303 -1.39706  -0.614
C 1.32625 -1.94412 -1.54168  -1.201
C -2.15198 -1.31684 -0.29933  -0.762
C -1.64037 -1.67146 1.10277  -1.237
N -0.32874 -1.03709 1.27148  0.896
C 0.46705 -1.30723 2.38672  -0.536
C 1.67169 -0.63064 2.44900  0.610
F 1.87341 0.27323 1.41314  -0.109
C 2.56712 -0.69814 3.48185  -0.099
F 3.67191 0.04018 3.43729  -0.276
C 2.29447 -1.53127 4.54619  -0.496
C 1.10893 -2.23505 4.51604  0.133
F 0.79577 -3.04032 5.52518  -0.282
C 0.20308 -2.13476 3.46865  0.432
F -0.93420 -2.83698 3.54095  -0.304
H -1.19819 0.13769 -4.47970  0.405
H -0.15564 -1.19839 -4.01086  0.362
H 0.10448 0.40786 -3.32181  0.209
H -2.25231 -1.48226 -2.81241  0.479
H -2.32254 0.21584 -2.38253  0.682
H -0.54213 -2.70096 -2.27906  0.521
H -0.33526 -2.83598 -0.54839  0.527
H 1.57520 -1.32428 -2.39972  0.270
H 1.81412 -2.91168 -1.66702  0.489
H 1.76465 -1.49539 -0.64659  0.137
H -2.68209 -2.17348 -0.71781  0.586
H -2.85167 -0.48169 -0.27934  0.342
H -1.57023 -2.75096 1.21843  0.627
H -2.35043 -1.31348 1.84852  0.521
H 2.97920 -1.62236 5.37739  0.527
S 1.97098 5.35713 -5.39544  -0.097
C 1.50252 4.31213 -4.26717  0.151
S -0.12957 4.21203 -3.66171  0.009
C 0.14105 3.01048 -2.46124  0.361
C 1.47887 2.59033 -2.31242  0.310
S 2.02099 1.38778 -1.23511  -0.402
S 2.61930 3.34198 -3.34307  0.021
S -1.15537 2.41587 -1.57218  -0.305
F -0.35285 1.32890 2.76783  -0.333
As -1.16506 2.74056 2.21145  2.072
F -2.48922 2.49441 3.19805  -0.416
F -1.89088 1.42415 1.01859  -0.517
F -1.86148 3.89169 1.22574  -0.424
F 0.25375 2.67391 1.02575  -0.466
F -0.31066 3.78143 3.19944  -0.426



A molecular structure, C15H15AsF6N3O3Rh. Source: OMol25; level of theory: ωB97M-V/def2-TZVPD.

Calculated values
HOMO energy (alpha / beta)	-13.0 / -13.3	eV
total charge	+1
frontier orbital gap (alpha / beta)	9.2574 / 6.2642	eV
energy relative to the best compared isomer or geometry (same formula, charge and spin)	48.1	kJ/mol
multiplicity	6

Last column: Mulliken charge in e.
Element x y z (Å)
Rh 0.14890 -0.06905 0.15170  0.696
O 3.68109 -1.49345 1.84107  -0.527
C 2.73644 -1.31299 1.13137  0.162
N 2.12948 -0.07048 0.86508  0.301
C 2.77512 1.13352 1.19862  0.395
O 3.92043 1.24932 1.52081  -0.525
C 1.86214 2.31749 1.10848  0.314
C 2.33072 3.59477 1.34235  -0.659
C 1.43349 4.64654 1.25883  -0.257
C 0.10430 4.38190 0.95787  -0.978
C -0.28377 3.07402 0.73579  -0.176
N 0.59077 2.06554 0.81102  0.257
C 2.05060 -2.43194 0.42152  0.571
C 2.44923 -3.74076 0.58955  -0.434
C 1.76568 -4.72246 -0.10950  -0.359
C 0.73412 -4.35808 -0.96154  -0.739
C 0.39319 -3.02359 -1.07078  -0.036
N 1.04614 -2.08765 -0.37791  0.025
H 3.37503 3.73162 1.58561  0.522
H 1.76348 5.66223 1.43164  0.452
H -0.62850 5.17387 0.89819  0.443
H -1.31411 2.82260 0.52622  0.498
H 3.27120 -3.95378 1.25785  0.496
H 2.03649 -5.76317 0.00793  0.459
H 0.18675 -5.09508 -1.53118  0.436
H -0.41005 -2.69699 -1.71391  0.392
C -1.77974 1.47475 -3.50837  -1.498
C -1.76638 0.69343 -2.20536  0.972
C -2.80083 1.16344 -1.16419  -1.249
O -0.48593 0.56233 -1.71158  -0.626
H -2.79636 1.50160 -3.89964  0.405
H -1.12501 1.01776 -4.24836  0.387
H -1.44605 2.49691 -3.32473  0.382
H -2.04090 -0.36249 -2.44052  0.121
H -2.98088 2.23006 -1.30415  0.383
H -2.46731 0.98199 -0.14392  0.312
H -3.73864 0.62837 -1.28535  0.385
F -1.07656 -0.25348 1.90495  -0.638
As -2.18558 -1.71144 1.68789  2.192
F -3.42238 -0.58330 1.38819  -0.462
F -3.11296 -3.04341 1.23122  -0.448
F -2.48715 -1.74756 3.34497  -0.426
F -0.75678 -2.64000 1.84865  -0.425
F -1.67889 -1.44295 -0.04637  -0.495



C15H15B2NO4S in the gas phase in a non-equilibrium geometry. Source: OMol25; level of theory: ωB97M-V/def2-TZVPD.

Calculated values
HOMO energy	-7.8	eV
total charge	0
SMILES	OB(O)c1cccc(NCc2ccc3sc(B(O)O)cc3c2)c1
frontier orbital gap	8.1922	eV
multiplicity	1

Last column: Mulliken charge in e.
Element x y z (Å)
O -0.23567 -4.58473 2.16762  -0.663
B 0.92324 -4.80900 1.43203  0.678
O 1.42421 -6.10499 1.27157  -0.512
C 1.70549 -3.55275 0.92993  -0.159
C 2.64115 -3.00017 1.76631  -0.630
C 3.21333 -1.76229 1.43493  -0.798
C 2.83700 -1.12436 0.25664  -0.451
C 1.89495 -1.67020 -0.57954  0.854
N 1.56558 -1.21990 -1.84230  -0.155
C 1.53709 0.18369 -2.25326  -1.662
C 0.23651 0.90418 -1.94244  1.115
C -0.71609 1.06696 -2.94114  -0.550
C -1.90944 1.72326 -2.75823  -0.579
C -2.20437 2.23273 -1.49985  0.036
S -3.56932 3.21221 -0.95711  -0.246
C -2.76590 3.52520 0.55940  0.305
B -3.25379 4.29879 1.79697  0.600
O -3.97968 5.47319 1.62968  -0.614
O -2.95175 3.84890 3.08261  -0.515
C -1.55163 2.96530 0.64833  -0.828
C -1.22255 2.14182 -0.48570  0.275
C -0.01786 1.44019 -0.70741  -0.453
C 1.29552 -2.87184 -0.20773  -0.374
H -0.58172 -3.69450 2.34614  0.333
H 0.77946 -6.66361 1.76159  0.317
H 2.89002 -3.54753 2.68483  0.341
H 3.98853 -1.32818 2.04294  0.386
H 3.30505 -0.22279 -0.03751  0.429
H 0.94197 -1.77915 -2.41597  0.250
H 1.71549 0.20362 -3.32674  0.473
H 2.37005 0.69831 -1.79365  0.311
H -0.46681 0.70617 -3.92435  0.337
H -2.67336 1.81575 -3.51698  0.395
H -4.09729 5.82223 0.71474  0.312
H -3.29611 4.44931 3.78305  0.314
H -0.89845 3.07661 1.49991  0.432
H 0.72886 1.36670 0.07616  0.429
H 0.39832 -3.21914 -0.69545  0.266



A molecular structure, C15H15BrClCoN2O6. Source: OMol25; level of theory: ωB97M-V/def2-TZVPD.

Calculated values
HOMO energy	-8.6	eV
total charge	0
frontier orbital gap	7.5023	eV
energy relative to the best compared isomer or geometry (same formula, charge and spin)	0.0	kJ/mol
multiplicity	1

Last column: Mulliken charge in e.
Element x y z (Å)
Co 1.89030 0.44611 -0.53171  -0.577
Br -0.06430 0.07877 -3.64314  -0.076
C -0.29801 1.47970 -2.41492  0.437
C -1.21546 2.45985 -2.76652  -0.594
C -1.40160 3.54391 -1.93079  -0.527
C -0.64803 3.62982 -0.77354  -0.575
C 0.23653 2.61496 -0.49222  0.688
N 0.40512 1.52999 -1.27842  -0.081
C 1.12717 2.69187 0.72704  0.264
O 1.02637 3.62177 1.49091  -0.678
O 1.97265 1.71548 0.79495  -0.423
H -1.76116 2.35656 -3.69172  0.454
H -2.11496 4.31398 -2.19208  0.429
H -0.71093 4.45229 -0.07605  0.534
O 2.34391 -0.66154 -2.09210  -0.530
Cl 3.71777 -1.03194 -1.58210  1.855
O 4.70129 -0.64895 -2.51425  -0.589
O 3.76400 -2.39601 -1.23525  -0.575
O 3.76796 -0.16719 -0.36722  -0.589
C -3.06006 -1.67684 1.05621  -1.073
N -2.36686 -0.86162 0.07877  0.085
C -2.23726 0.50993 0.51980  -0.686
C -1.12393 -1.43470 -0.43453  -0.787
C -0.00487 -1.60971 0.57560  1.265
C -0.12616 -2.66762 1.48710  -0.782
C 0.76990 -2.86350 2.51869  -0.747
C 1.83135 -1.98451 2.67323  -0.812
C 2.00652 -0.95787 1.76099  -0.410
C 1.11639 -0.79972 0.70130  1.458
H -4.06081 -1.26938 1.20815  0.369
H -2.56162 -1.72050 2.03531  0.371
H -3.16482 -2.69514 0.67808  0.327
H -3.20047 0.85741 0.89493  0.463
H -1.96695 1.14206 -0.32510  0.096
H -1.49161 0.65159 1.31972  0.284
H -0.78817 -0.80737 -1.25407  -0.714
H -1.36916 -2.41101 -0.85948  0.722
H -0.95350 -3.35540 1.36232  0.449
H 0.63905 -3.69391 3.20010  0.401
H 2.53409 -2.09865 3.48821  0.401
H 2.84032 -0.28298 1.88379  0.471



A molecular structure, C15H15CaNOS3Te. Source: OMol25; level of theory: ωB97M-V/def2-TZVPD.

Calculated values
HOMO energy	-7.1	eV
total charge	0
frontier orbital gap	7.2644	eV
energy relative to the best compared isomer or geometry (same formula, charge and spin)	0.0	kJ/mol
multiplicity	1

Last column: Mulliken charge in e.
Element x y z (Å)
Ca -0.14968 0.87477 0.97786  1.652
S -1.09397 3.27597 -3.09475  -0.245
C 0.52649 3.71757 -2.82082  -0.364
C 1.02616 3.11291 -1.70446  -0.499
C 0.11858 2.25392 -0.99875  -0.931
C -1.08264 2.27142 -1.68426  0.526
C -2.31451 1.54986 -1.31993  0.621
C -3.49549 1.65366 -2.06542  -0.776
C -4.62300 0.97145 -1.66316  -0.417
C -4.58128 0.18800 -0.51578  -0.957
C -3.38527 0.13051 0.16921  -0.377
N -2.28186 0.77572 -0.21822  -0.032
H 1.03182 4.39577 -3.49030  0.436
H 2.04839 3.28900 -1.39126  0.374
H -3.52571 2.27306 -2.95052  0.314
H -5.53616 1.05618 -2.23855  0.406
H -5.44450 -0.35174 -0.15533  0.422
H -3.29537 -0.45449 1.08004  0.432
C -0.18784 -3.19725 1.82967  -0.600
S 0.48393 -2.66928 0.27229  0.335
C -0.96861 -2.86464 -0.73959  -0.602
O 0.66438 -1.16988 0.38992  -0.641
H -0.36936 -4.27058 1.76845  0.401
H -1.09291 -2.63838 2.07133  0.201
H 0.55977 -2.98480 2.59310  0.110
H -1.40312 -3.84684 -0.55581  0.387
H -0.67881 -2.76738 -1.78272  0.338
H -1.67049 -2.07514 -0.46906  0.025
Te -1.51756 0.35544 3.58971  -0.205
C 0.23445 0.39365 4.76489  -0.011
C 0.76413 1.42293 5.49189  -0.454
C 1.96942 1.06997 6.16303  -0.340
C 2.34495 -0.21843 5.93587  -0.523
S 1.24084 -0.98923 4.88033  -0.143
H 0.29775 2.39500 5.55593  0.397
H 2.52700 1.74635 6.79544  0.355
H 3.20676 -0.73199 6.32858  0.386



A molecular structure, C15H15Cl2MoN4O6S in a non-equilibrium geometry. Source: OMol25; level of theory: ωB97M-V/def2-TZVPD.

Calculated values
HOMO energy (alpha / beta)	-11.3 / -11.3	eV
total charge	+1
frontier orbital gap (alpha / beta)	7.9334 / 7.0043	eV
energy relative to the best compared isomer or geometry (same formula, charge and spin)	58.5	kJ/mol
multiplicity	3

Last column: Mulliken charge in e.
Element x y z (Å)
Mo -0.18464 -0.94823 0.39188  0.535
O -2.87335 -0.43807 3.36037  -0.581
C -2.38227 -0.57098 2.28108  0.258
O -1.39067 -1.39757 1.94766  -0.523
C -2.85691 0.16953 1.05448  0.591
C -4.01000 0.89734 0.89708  -0.532
C -4.30710 1.38910 -0.37095  -0.409
C -3.48582 1.07655 -1.44949  -0.661
C -2.36471 0.32124 -1.20823  0.560
N -2.04356 -0.05584 0.02657  0.042
C -1.43003 -0.29628 -2.21371  0.061
O -1.50403 -0.11805 -3.39307  -0.629
O -0.56461 -1.09845 -1.59270  -0.513
H -4.66102 1.04821 1.74844  0.559
H -5.20014 1.98199 -0.52548  0.465
H -3.71084 1.38472 -2.46254  0.554
C 4.48007 -2.80355 -1.32250  -0.897
O 3.64123 -1.63743 -1.18177  -0.294
C 2.40355 -1.74796 -0.78589  0.732
O 1.75106 -0.72974 -0.54938  -0.252
N 1.87256 -2.98954 -0.64452  0.008
N 0.52407 -3.08939 -0.26957  -0.532
H 5.47491 -2.42074 -1.50336  0.247
H 4.16419 -3.40098 -2.17842  0.364
H 4.47458 -3.38888 -0.40405  0.396
H 2.33610 -3.80888 -0.99406  0.248
H 0.42571 -3.76586 0.47906  0.356
H -0.04425 -3.35801 -1.06581  0.340
S 1.48666 -1.31679 2.28406  -0.259
C 1.05907 0.35416 2.46341  0.595
C 1.49142 1.22071 3.46710  -0.756
C 1.01110 2.50789 3.47954  -0.117
C 0.11568 2.93584 2.48987  -1.117
C -0.26396 2.05085 1.52442  -0.100
N 0.19867 0.77935 1.51669  0.394
H 2.18906 0.85593 4.20754  0.446
H 1.32535 3.19432 4.25514  0.416
H -0.27570 3.94308 2.47806  0.433
H -0.93133 2.33749 0.72186  0.501
Cl 2.39875 2.12161 -3.95761  -0.153
C 0.70180 2.20800 -3.50376  -0.310
Cl 0.48578 2.02884 -1.73701  -0.024
H 0.16295 1.39987 -3.97644  0.161
H 0.31064 3.17457 -3.78399  0.400



Number 1: electronic energy -162247.678 eV. Number 2: electronic energy -106555.967 eV. Number 3: electronic energy -37672.423 eV. Number 4: electronic energy -151247.147 eV. Number 5: electronic energy -77573.922 eV. Number 6: electronic energy -71776.582 eV.